[1]
C8H12N3O2 | the ωB97M-V functional and the def2-TZVPD basis

The geometry in XYZ format:
```
25
Properties=species:S:1:pos:R:3:forces:R:3:nbo_charge:R:1
O 2.499 2.823 0.354 1.2 -1.8 3.2 -0.315
O 0.353 1.860 0.883 1.3 1.4 0.6 -0.453
N -0.555 -0.154 0.561 -2.0 0.0 1.1 -0.187
N -0.632 -1.166 -0.152 -0.6 0.3 0.0 -0.039
N -3.927 -0.927 0.886 -1.6 2.2 -0.4 -0.675
C -0.013 -1.358 -2.629 -0.6 1.5 -1.1 -0.591
C 0.338 0.804 0.077 1.4 -3.9 -1.8 0.342
C 0.382 -1.122 -1.155 -0.9 1.5 -1.6 -0.200
C 3.032 1.978 1.170 -0.5 2.4 -2.6 0.431
C -3.185 -1.741 1.365 1.0 -0.2 0.8 0.452
C -2.257 -2.624 1.693 -1.1 -2.5 -0.4 -0.694
C 1.069 3.009 0.574 -4.4 0.7 -1.7 0.159
C 1.052 0.153 -0.916 1.1 3.0 0.6 -0.276
H 4.079 1.848 1.117 1.1 -0.1 -0.5 0.221
H -4.650 -0.221 1.248 1.6 -2.2 -0.2 0.419
H -1.223 -2.376 2.019 -1.3 -0.2 -0.4 0.246
H 0.889 -1.117 -3.301 -1.3 -0.7 1.0 0.229
H 0.852 -2.004 -0.875 2.0 -1.6 0.6 0.275
H -0.856 -0.643 -2.986 1.4 -1.2 0.8 0.234
H 1.892 0.548 -1.497 -0.4 -0.2 0.1 0.229
H 0.696 3.377 -0.407 0.7 -0.1 0.4 0.217
H -2.598 -3.746 1.451 1.1 2.6 0.9 0.254
H 0.636 3.720 1.339 2.0 -0.3 -0.4 0.265
H -0.356 -2.395 -2.715 0.2 0.3 -0.4 0.244
H 2.481 1.474 1.897 -1.3 -0.8 1.1 0.213
```
Forces are in eV/Å.

Its net charge is +1. Its HOMO-LUMO gap is 0.106 Eh.

***

[2]
C8H12N4 | the ωB97M-V functional and the def2-TZVPD basis

The geometry in XYZ format:
```
24
Properties=species:S:1:pos:R:3:forces:R:3:nbo_charge:R:1
N 2.766 1.704 -5.097 0.8 -0.8 -1.2 -0.360
N -0.129 0.883 -0.961 0.0 -0.2 -0.1 -0.440
N -4.623 4.160 0.192 0.3 -0.3 0.2 -0.368
N 0.808 -4.184 1.562 -0.3 -3.1 2.4 -0.404
C 2.172 2.304 -4.337 -1.1 1.5 1.8 0.298
C 0.356 -0.576 1.179 -0.1 0.8 -1.0 -0.868
C 1.407 3.077 -3.318 0.8 -0.6 -0.2 -0.750
C -2.170 3.291 0.221 -0.3 -0.5 -0.4 -0.796
C -3.553 3.740 0.252 -0.4 0.8 -0.6 0.292
C 0.648 -6.395 2.947 0.3 -0.5 0.5 -1.047
C 0.738 -5.144 2.252 0.4 4.1 -2.7 0.126
C 0.061 0.186 -0.067 0.2 0.1 0.9 0.293
H 1.539 -6.976 2.707 -0.1 -0.3 -0.4 0.236
H 1.166 2.400 -2.499 -0.7 -0.1 -0.3 0.287
H 2.026 3.819 -2.813 0.2 0.2 -0.5 0.242
H 0.431 -1.630 0.910 0.0 0.0 0.6 0.285
H 0.703 -6.319 4.032 -0.4 0.4 0.0 0.236
H -0.386 -0.311 1.932 -0.3 -0.5 -0.2 0.238
H -1.849 3.199 1.258 0.5 -0.2 -0.3 0.248
H 1.279 -0.176 1.598 0.3 -0.3 -0.3 0.240
H -1.522 3.902 -0.407 -0.1 0.6 0.5 0.251
H -2.140 2.367 -0.356 0.0 -0.5 0.6 0.279
H 0.556 3.545 -3.813 -0.1 -0.1 0.4 0.245
H -0.282 -6.865 2.626 0.1 -0.4 0.1 0.236
```
Forces are in eV/Å.

As for the multiplicity: 2. Its net charge is -1. Its HOMO-LUMO gap (spin up / spin down) is 0.064 / 0.410 Eh. The expectation value of S² is 0.750.

***

[3]
C8H12N4 | the ωB97M-V functional and the def2-TZVPD basis

The geometry in XYZ format:
```
24
Properties=species:S:1:pos:R:3:forces:R:3:nbo_charge:R:1
N -4.266 1.689 -0.287 -0.8 0.6 1.3 -0.351
N 5.151 -0.348 -1.590 -5.6 0.4 -2.4 -0.372
N -2.603 -2.461 0.059 -1.5 -2.5 0.4 -0.351
N 1.829 -0.756 1.298 1.1 -0.3 0.1 -0.364
C 2.866 -1.273 1.309 -3.6 1.4 -0.5 0.311
C 4.052 -0.267 -2.079 4.7 -0.6 1.9 0.306
C 4.035 -2.014 1.210 2.6 -1.1 0.0 -0.754
C -2.032 -1.494 -0.017 1.8 3.0 -1.0 0.301
C -1.257 -0.250 -0.200 -0.7 0.1 0.9 -0.723
C -4.831 2.168 0.606 0.6 -0.3 -0.4 0.300
C -5.536 2.863 1.723 0.4 -0.6 -0.7 -0.714
C 2.679 -0.146 -2.678 1.7 -0.4 1.1 -0.713
H -0.274 -0.435 -0.634 -0.2 0.0 0.2 0.248
H 3.855 -3.072 1.025 -0.2 0.0 0.3 0.260
H 4.607 -1.877 2.128 0.2 -0.3 0.0 0.258
H 2.155 0.432 -1.916 -0.4 0.4 -0.6 0.265
H 2.230 -1.139 -2.716 0.0 0.1 -0.2 0.257
H -4.859 3.593 2.169 -0.2 0.2 -0.3 0.255
H 4.653 -1.681 0.375 0.0 0.3 0.0 0.287
H 2.817 0.280 -3.672 -0.5 0.2 0.2 0.260
H -1.184 0.191 0.794 0.6 -0.1 0.1 0.257
H -1.821 0.527 -0.715 -0.1 -0.4 -0.5 0.267
H -5.827 2.187 2.527 0.1 -0.2 -0.3 0.256
H -6.438 3.285 1.280 0.1 0.3 0.3 0.256
```
Forces are in eV/Å.

As for the SMILES: CC#N.CC#N.CC#N.CC#N. Its net charge is 0. Its HOMO-LUMO gap is 0.436 Eh.

***

[4]
C8H12N4 | the ωB97M-V functional and the def2-TZVPD basis

The geometry in XYZ format:
```
24
Properties=species:S:1:pos:R:3:forces:R:3:nbo_charge:R:1
N -15.839 -16.457 -10.379 0.5 1.0 -0.7 -0.378
N -12.626 -12.536 -12.761 0.1 -0.8 0.2 -0.352
N -9.459 -21.211 -14.471 -0.9 0.6 -0.1 -0.311
N -14.029 -15.423 -12.889 1.0 -4.2 -3.6 -0.432
C -15.596 -15.457 -10.914 -1.0 -0.6 0.8 0.306
C -12.351 -13.622 -12.482 0.7 -0.6 0.3 0.304
C -15.401 -14.143 -11.524 -1.3 1.2 0.6 -0.757
C -11.703 -19.850 -14.726 1.6 -0.4 -0.5 -0.715
C -13.867 -16.505 -13.258 -1.3 0.4 -0.2 0.401
C -13.625 -17.889 -13.666 -0.1 0.8 0.3 -0.721
C -11.922 -15.044 -12.144 1.9 2.2 0.2 -0.689
C -10.449 -20.623 -14.571 0.1 -0.8 0.1 0.276
H -10.896 -15.017 -11.776 0.1 0.3 0.2 0.235
H -11.611 -19.011 -14.037 0.0 -0.7 -0.2 0.238
H -14.468 -18.262 -14.248 0.1 -0.1 0.1 0.270
H -16.337 -13.596 -11.630 -0.2 -0.1 0.5 0.247
H -14.965 -14.257 -12.516 -1.1 1.0 1.0 0.310
H -12.570 -15.448 -11.366 0.4 -0.1 -0.3 0.258
H -13.478 -18.465 -12.752 -0.2 -0.2 -0.1 0.266
H -11.662 -19.494 -15.756 -0.2 0.3 0.0 0.257
H -14.697 -13.565 -10.925 -0.1 0.1 0.0 0.252
H -11.885 -15.569 -13.099 0.1 0.0 0.6 0.235
H -12.625 -20.425 -14.634 0.3 -0.1 0.4 0.258
H -12.705 -17.940 -14.248 -0.7 0.5 0.0 0.243
```
Forces are in eV/Å.

As for the SMILES: CC#N.CC#N.CC#N.CC#N. Its net charge is 0. Its HOMO-LUMO gap is 0.397 Eh.

***

[5]
C8H12N4 | the ωB97M-V functional and the def2-TZVPD basis

The geometry in XYZ format:
```
24
Properties=species:S:1:pos:R:3:forces:R:3:nbo_charge:R:1
N 0.702 3.767 -4.298 -0.1 1.1 1.1 -0.460
N 1.269 -2.124 2.668 0.6 1.4 -2.2 -0.505
N 0.158 -4.000 2.762 0.0 0.3 -1.3 -0.469
N 0.061 3.924 -2.205 -1.1 0.9 1.4 -0.524
C 0.102 -3.421 4.015 0.8 0.6 -1.4 0.097
C -0.931 2.083 -5.181 0.2 -0.5 -0.2 -0.637
C 0.888 4.464 -3.156 -0.6 -2.1 -1.2 0.147
C -0.788 3.025 -2.792 0.1 -0.6 -0.6 -0.128
C -0.351 2.895 -4.073 0.1 1.0 -0.5 0.091
C -0.606 -4.041 5.192 -0.1 -0.2 -0.4 -0.643
C 0.819 -3.155 1.927 -0.8 -2.1 2.4 0.131
C 0.783 -2.224 3.917 -0.5 -0.1 2.3 -0.122
H -1.677 2.601 -2.325 0.6 0.1 0.1 0.217
H -2.008 1.889 -5.048 0.5 0.1 0.1 0.216
H 1.087 -3.332 0.885 -0.2 0.1 0.5 0.205
H 1.782 -1.372 2.201 -0.4 -0.2 0.9 0.417
H -0.396 1.118 -5.177 -0.4 0.2 -0.3 0.219
H -0.779 2.565 -6.162 0.0 -0.2 0.5 0.232
H 1.563 5.313 -3.052 -0.2 -0.6 0.3 0.211
H -0.180 4.160 -1.239 0.9 0.6 -0.7 0.415
H -0.959 -5.034 4.866 0.1 0.4 0.3 0.237
H 0.907 -1.498 4.720 0.3 0.0 -0.6 0.213
H 0.033 -4.169 6.082 -0.2 0.1 -0.4 0.220
H -1.482 -3.432 5.474 0.3 -0.3 0.0 0.219
```
Forces are in eV/Å.

As for the SMILES: Cc1c[nH]cn1.Cc1c[nH]cn1. Its net charge is 0. Its HOMO-LUMO gap is 0.337 Eh.

***

[6]
C8H12N4 | the ωB97M-V functional and the def2-TZVPD basis

The geometry in XYZ format:
```
24
Properties=species:S:1:pos:R:3:forces:R:3:nbo_charge:R:1
N -1.501 -1.370 -4.947 1.7 -1.6 1.1 -0.302
N 0.278 0.741 0.038 1.5 -5.6 -3.4 0.000
N 0.527 -0.211 -0.535 -1.5 5.6 3.4 0.001
N 2.268 1.854 4.489 -3.1 2.7 -2.3 -0.298
C -0.861 2.786 3.089 -0.8 -0.5 1.0 -0.648
C 1.469 2.527 3.882 3.2 -2.7 2.5 0.201
C 1.631 -2.307 -3.563 0.7 0.5 -0.9 -0.651
C -0.718 -2.039 -4.364 -1.4 1.3 -0.9 0.204
C 0.553 3.219 3.104 -0.4 -0.2 -0.8 0.005
C -0.256 -3.503 -2.395 -1.0 -0.6 0.2 -0.651
C 0.213 -2.729 -3.566 0.1 0.2 0.4 0.011
C 1.028 3.984 1.931 1.1 0.7 -0.2 -0.648
H 1.776 3.358 1.411 -0.1 0.5 0.0 0.235
H -0.742 -4.451 -2.720 0.1 0.5 0.4 0.236
H 0.232 4.241 1.223 0.1 -0.1 0.3 0.223
H -0.865 1.681 3.032 -0.4 0.4 0.2 0.235
H -1.366 3.103 4.028 0.1 -0.4 -0.5 0.236
H 1.632 -1.202 -3.510 0.4 -0.4 -0.1 0.234
H -1.006 -2.873 -1.879 0.1 -0.6 0.1 0.234
H 0.548 -3.757 -1.689 -0.2 0.2 -0.4 0.223
H 2.136 -2.626 -4.504 -0.1 0.4 0.5 0.236
H -1.433 3.183 2.244 0.3 0.0 0.2 0.223
H 2.206 -2.709 -2.716 -0.4 0.1 -0.3 0.223
H 1.511 4.929 2.264 -0.1 -0.5 -0.4 0.236
```
Forces are in eV/Å.

Its net charge is 0. Its HOMO-LUMO gap (spin up / spin down) is 0.281 / 0.286 Eh.

***

[7]
C8H12NO | the ωB97M-V functional and the def2-TZVPD basis

The geometry in XYZ format:
```
22
Properties=species:S:1:pos:R:3:forces:R:3:nbo_charge:R:1
O -0.960 0.501 1.039 -1.4 0.8 1.6 -0.450
N 1.257 1.033 0.058 0.2 0.7 2.2 -0.500
C 1.794 -1.362 0.288 -0.5 1.7 -0.1 -0.405
C 1.602 -2.612 -0.082 -1.5 0.4 -1.6 -0.212
C 0.901 2.052 -0.965 0.9 2.5 4.1 -0.366
C -1.158 -0.446 0.235 3.6 -0.8 -1.8 0.484
C 1.222 -0.245 -0.501 -0.6 -3.9 -1.4 0.079
C -2.389 -1.012 -0.156 -2.2 0.6 -0.2 -0.388
C -3.366 -0.288 -0.812 1.6 -3.7 2.0 -0.278
C 0.295 1.024 1.376 0.7 3.3 0.1 0.084
H 0.832 0.544 2.255 -0.9 0.2 -1.4 0.252
H 1.460 1.955 -1.805 1.6 -0.9 -2.4 0.247
H -2.451 -2.114 -0.013 0.2 0.9 -0.5 0.272
H 0.013 2.137 1.607 1.0 -2.0 -0.3 0.243
H 1.197 3.037 -0.494 -0.7 -0.7 -0.6 0.205
H 2.282 -1.177 1.204 1.0 0.4 1.2 0.186
H -0.107 1.987 -1.123 -2.5 0.0 -0.7 0.218
H 1.892 -3.486 0.433 0.5 -0.6 0.5 0.219
H -4.177 -0.916 -1.175 -0.1 0.8 -0.3 0.241
H 0.911 -2.680 -0.927 0.5 -0.6 0.0 0.210
H 2.235 1.317 0.357 -1.1 -0.8 0.3 0.456
H -3.286 0.749 -0.800 -0.3 1.6 -0.6 0.206
```
Forces are in eV/Å.

Its net charge is +1. Its HOMO-LUMO gap (spin up / spin down) is 0.262 / 0.262 Eh.

***

[8]
C8H12NO3 | the ωB97M-V functional and the def2-TZVPD basis

The geometry in XYZ format:
```
24
Properties=species:S:1:pos:R:3:forces:R:3:nbo_charge:R:1
O 0.303 1.285 0.112 1.6 1.7 -0.1 -0.432
O 0.771 -1.486 0.071 -0.4 -0.2 0.3 -0.252
O -1.859 0.984 0.511 -0.7 2.7 0.4 -0.434
N -1.430 -1.753 0.427 -5.0 -4.8 1.2 -0.424
C -3.819 0.255 -0.763 5.6 -1.0 -2.1 -0.627
C 1.531 0.784 -0.443 1.5 1.0 -0.2 0.057
C 1.805 -0.663 -0.445 -1.3 1.1 2.6 0.033
C 2.690 0.199 0.489 -3.0 0.6 -0.2 -0.199
C -3.210 0.478 0.608 0.4 -4.5 0.4 -0.064
C -0.457 -1.008 0.155 3.3 8.0 -0.5 0.350
C 4.121 0.375 0.219 -0.3 -1.5 -4.6 -0.627
C -0.739 0.518 0.185 1.7 -6.9 -0.5 0.644
H -3.095 -0.530 1.272 -0.8 2.6 -1.7 0.223
H -3.874 1.159 1.056 0.2 1.4 1.2 0.218
H -3.471 1.139 -1.441 -1.6 -1.4 1.2 0.239
H 4.663 -0.534 0.231 0.3 -1.3 0.7 0.244
H 4.442 0.690 -0.813 -0.9 0.4 0.8 0.232
H 2.476 0.385 1.570 -0.4 -1.0 -1.0 0.271
H 4.482 0.980 0.914 1.9 2.8 2.8 0.235
H 1.902 1.443 -1.258 -0.6 -0.7 0.5 0.247
H -1.257 -2.750 0.451 0.2 -0.3 0.0 0.373
H -3.257 -0.682 -1.273 -1.4 1.9 1.1 0.202
H 2.089 -1.264 -1.225 1.8 -0.7 -2.1 0.251
H -4.807 -0.006 -0.610 -2.2 0.0 -0.4 0.240
```
Forces are in eV/Å.

As for the multiplicity: 3. Its net charge is +1. Its HOMO-LUMO gap (spin up / spin down) is 0.321 / 0.220 Eh. The expectation value of S² is 2.012.

***

[9]
C8H12NP | the ωB97M-V functional and the def2-TZVPD basis

The geometry in XYZ format:
```
22
Properties=species:S:1:pos:R:3:forces:R:3:nbo_charge:R:1
P -1.472 0.451 -0.850 -0.4 -0.7 -0.4 0.578
N 1.644 -0.778 -0.800 -5.0 -0.9 1.9 -0.487
C -1.596 -1.920 0.793 0.8 -1.2 1.0 -0.677
C -3.317 0.746 -0.745 -0.4 -0.3 -0.5 -0.951
C 2.954 1.185 0.456 -1.1 -2.2 -1.8 -0.155
C 3.578 0.492 -0.597 -2.1 0.1 0.4 -0.269
C 1.628 0.912 0.884 1.5 -0.4 0.3 -0.338
C 2.772 -0.461 -1.251 3.8 0.1 -1.1 0.065
C -1.211 -0.512 0.639 4.7 -0.3 -1.8 -0.379
C 1.074 -0.171 0.224 -2.7 0.1 0.5 0.271
H -1.192 -0.049 1.562 0.0 1.5 1.7 0.182
H 4.560 0.711 -0.931 0.7 0.3 -0.2 0.219
H -3.771 0.021 -0.029 0.2 0.2 -0.8 0.225
H 3.501 1.924 0.884 1.5 2.2 1.5 0.202
H -0.871 1.551 -0.267 -0.2 0.9 0.1 -0.040
H -3.693 0.604 -1.799 0.0 0.1 1.3 0.232
H -1.028 -2.753 0.285 -0.2 1.2 0.5 0.242
H -3.632 1.720 -0.375 0.2 0.2 -0.1 0.233
H -2.535 -1.909 0.326 -1.9 -0.8 -0.4 0.213
H -1.703 -2.098 1.901 0.0 -0.4 -1.3 0.214
H 1.254 1.429 1.798 -0.1 -0.5 -1.1 0.231
H 3.055 -1.095 -2.110 0.6 0.8 0.3 0.191
```
Forces are in eV/Å.

Its net charge is 0. Its HOMO-LUMO gap (spin up / spin down) is 0.320 / 0.320 Eh.

***

[10]
C8H12NPS | the ωB97M-V functional and the def2-TZVPD basis

The geometry in XYZ format:
```
23
Properties=species:S:1:pos:R:3:forces:R:3:nbo_charge:R:1
S 1.756 -0.670 0.186 -0.4 -0.9 -1.1 0.348
P 0.240 2.553 -0.591 1.2 -0.9 -1.6 0.984
N 1.011 1.753 -1.744 -2.6 -0.6 2.5 -0.859
C -0.121 1.171 0.607 -1.6 1.3 0.8 -0.597
C 1.951 0.468 1.394 1.4 2.0 1.6 -0.383
C -0.808 -1.250 0.926 0.1 1.8 -1.5 -0.223
C 0.983 1.386 1.607 0.5 -1.2 -0.4 -0.297
C -1.596 -2.089 0.262 0.1 -0.7 0.3 -0.167
C 1.673 2.208 -2.891 -0.9 4.0 1.2 -0.414
C -0.016 -0.225 0.049 -1.2 -1.1 -1.2 -0.363
C -2.492 -3.043 0.960 -0.9 -0.6 -1.7 -0.645
H -2.475 -2.694 1.988 -1.1 -0.5 0.2 0.218
H -1.662 -2.151 -0.832 0.5 0.4 0.4 0.197
H -2.160 -4.095 0.887 0.2 0.4 0.2 0.219
H -0.351 -0.232 -1.103 0.8 -0.2 2.7 0.269
H -0.800 -1.089 2.045 0.1 -0.5 -1.4 0.219
H 1.275 1.783 -3.780 -0.5 -0.2 -0.8 0.206
H 0.945 2.176 2.342 0.3 -0.1 0.0 0.235
H -1.113 1.384 1.139 1.0 -0.4 -1.0 0.243
H 2.956 0.488 1.834 -0.6 0.0 0.2 0.235
H 1.618 3.406 -2.853 0.6 -2.3 -1.0 0.147
H -3.452 -3.079 0.303 0.9 0.3 2.0 0.217
H 2.638 1.841 -2.737 2.0 -0.1 -0.4 0.212
```
Forces are in eV/Å.

As for the SMILES: C/C=C/[C@@H]1SC=C[C@H]1/P=N/C. Its net charge is 0. Its HOMO-LUMO gap is 0.279 Eh.

***

Look up the net charge of the ninth one. 0

***

Which value of net charge does entry 10 give? 0